Computed, not measured: a cluster of 2 separate species, C4H12 in total at a distorted geometry, with wB97M-V/def2-TZVPD.

```
16
Properties=species:S:1:pos:R:3:forces:R:3:mulliken_charge:R:1
C -2.89440 0.25581 0.52838 0.0970 -4.8114 -1.6049 -1.058
C -1.49396 0.20931 -0.17694 -0.7074 1.8342 1.2597 -0.594
H -3.63472 0.41818 -0.28080 0.0727 0.1664 0.8793 0.294
H -3.08480 -0.80241 0.97054 -0.1294 1.5418 -0.8106 0.249
H -2.99623 0.87498 1.36657 0.1462 1.4226 0.7845 0.341
H -0.66278 -0.16145 0.50792 -1.6100 0.6653 -1.1219 0.189
H -1.46696 1.30765 -0.32997 1.4108 -0.3855 -0.1360 0.259
H -1.45904 -0.19270 -1.21097 -0.2179 -0.3473 0.9611 0.340
C 1.57866 0.05647 -0.37636 -2.1390 0.7344 2.0046 -0.588
C 2.93599 -0.48167 0.05314 -0.7363 -0.7396 -2.2793 -1.021
H 0.74970 -0.70625 -0.29059 1.5660 0.2848 -0.2920 0.152
H 1.06828 0.89049 0.40753 1.9301 -1.6104 -2.6002 0.290
H 1.63462 0.27939 -1.44612 -0.4125 0.9021 0.3523 0.272
H 3.70608 0.26636 0.07029 0.3038 0.3560 0.2325 0.302
H 3.20682 -1.22498 -0.75887 0.0369 0.5987 1.1018 0.258
H 2.81275 -0.98919 0.96623 0.3892 -0.6119 1.2689 0.314
```
Positions in Å, forces in eV/Å.

Calculated values
HOMO energy: -10.8661 eV
structure (SMILES): CC.CC